[1]
14
Properties=species:S:1:pos:R:3 method="wB97M-V/def2-TZVPD" fmax_ha_per_bohr=0.047 lumo_ev=0.7 total_energy_ev=-8833.027 e_above_lowest_ev=3.175 orbital_gap_ev=7.99 homo_ha=-0.269
O 0.81183 -0.02896 2.53069
C 0.51644 -0.18178 1.36227
C -0.71452 -0.90686 0.84252
C -1.32943 -0.16455 -0.30986
C -0.48018 0.23383 -1.30583
C 0.91068 0.51100 -0.97199
N 1.32217 0.30775 0.34646
H -1.40419 -1.03613 1.67522
H -0.39092 -1.90501 0.50683
H -2.35251 0.18672 -0.28355
H -0.71443 0.40244 -2.35721
H -0.11750 1.44132 -0.97178
H 1.72157 0.48007 -1.71141
H 2.22099 0.66017 0.64765


[2]
12
Properties=species:S:1:pos:R:3 method="wB97M-V/def2-TZVPD" multiplicity=3 s2=2.009 fmax_ha_per_bohr=0.100 lumo_ev="-3.4 / -9.8" total_energy_ev=-5728.321 e_above_lowest_ev=0.000 total_charge=+1 orbital_gap_ev="8.22 / 7.40" homo_ha="-0.428 / -0.630"
C -0.41118 1.50100 0.75286
C -0.63053 0.00750 0.81401
N 0.80214 -1.42942 -1.25113
O -1.45882 -0.65617 1.49304
H 0.56386 1.72297 1.09472
H -0.25467 1.95808 -0.18128
H -0.94019 2.28021 1.38970
H -0.14524 -0.75068 0.09103
H 1.77530 -1.25605 -1.00736
H 0.60141 -0.63894 -1.88851
H 0.81579 -2.17373 -1.90211
H -2.15117 -0.08521 2.01656


[3]
148
Properties=species:S:1:pos:R:3 method="wB97M-V/def2-TZVPD" fmax_ha_per_bohr=0.060 lumo_ev=0.3 total_energy_ev=-65631.711 e_above_lowest_ev=1.600 orbital_gap_ev=8.20 homo_ha=-0.292 smiles="CCN(CC)CC.CCN(CC)CC.CCN(CC)CC.CCN(CC)CC.CNC(C)=O.CNC(C)=O.CNC(C)=O.CNC(C)=O.CNC(C)=O"
C 3.92331 1.83081 -0.59955
C 3.35567 1.03507 0.54765
N 2.33616 0.10348 0.07240
C 1.11517 0.77929 -0.35243
C 0.46925 1.71538 0.67096
C 2.08778 -0.95060 1.04149
C 1.30894 -2.13738 0.45262
H 3.37432 2.75048 -0.81764
H 4.32242 1.31901 -1.46047
H 4.86733 2.29828 -0.24949
H 4.16377 0.45240 1.00268
H 2.96377 1.62600 1.38934
H 1.34717 1.29877 -1.28420
H 0.38790 0.00396 -0.59469
H 0.87492 2.72529 0.68690
H -0.59979 1.77658 0.44159
H 0.49565 1.28604 1.67662
H 1.62555 -0.60890 1.98086
H 3.06946 -1.38525 1.26722
H 0.23358 -1.90628 0.43521
H 1.35035 -3.00401 1.11341
H 1.64371 -2.36140 -0.55757
C -5.32353 -4.61476 3.56970
C -4.43458 -3.66921 2.77734
N -3.45783 -4.36838 1.97920
C -4.00483 -5.10930 0.82495
C -3.06927 -6.24278 0.41997
C -2.27776 -3.52754 1.70346
C -2.59275 -2.17175 1.04338
H -5.92623 -4.07283 4.28641
H -4.66792 -5.32279 4.07813
H -5.90380 -5.17686 2.84359
H -5.08352 -3.10797 2.06859
H -4.02384 -2.88646 3.41611
H -4.94120 -5.54790 1.16845
H -4.18922 -4.36958 0.02582
H -3.54837 -6.92700 -0.28493
H -2.16739 -5.86081 -0.06239
H -2.73384 -6.79698 1.29443
H -1.60251 -4.04179 1.01245
H -1.78636 -3.44562 2.67562
H -1.61620 -1.69164 0.87733
H -3.18616 -1.52707 1.69353
H -3.09275 -2.26392 0.07909
C -4.91162 4.33713 -2.30651
C -5.17307 3.77886 -0.89795
N -4.82619 2.35125 -0.85310
C -5.64730 1.59284 0.07656
C -5.43024 0.08746 0.06973
C -3.42340 2.18178 -0.55841
C -2.70365 1.00746 -1.21980
H -5.49495 5.27420 -2.36888
H -5.34660 3.68758 -3.05116
H -3.88553 4.64994 -2.48555
H -4.70935 4.27419 -0.03070
H -6.25137 3.90223 -0.74946
H -5.51637 2.00980 1.10375
H -6.70690 1.81559 -0.09496
H -4.89684 -0.24119 0.96063
H -6.37487 -0.45424 0.00903
H -4.86366 -0.26743 -0.79090
H -3.30131 2.25692 0.54133
H -2.84559 3.05984 -0.88403
H -1.68640 1.29962 -1.50818
H -3.14447 0.77937 -2.19394
H -2.63439 0.11892 -0.59612
C 1.46396 -4.26656 -3.44170
C 0.14524 -4.03404 -2.68253
N -0.99026 -4.32148 -3.56784
C -1.17260 -5.73936 -3.75228
C -2.10135 -6.06440 -4.93227
C -2.18436 -3.55892 -3.20034
C -2.11347 -2.12595 -3.72867
H 2.25737 -3.55090 -3.25387
H 1.26717 -4.19604 -4.52080
H 1.75657 -5.31368 -3.35897
H 0.14461 -4.73436 -1.83373
H -0.00504 -3.00380 -2.37978
H -1.64858 -6.20520 -2.86019
H -0.23444 -6.27941 -3.86205
H -2.07783 -7.11094 -5.21584
H -1.73871 -5.45468 -5.76282
H -3.10864 -5.77422 -4.65542
H -3.05554 -4.01252 -3.67985
H -2.36237 -3.57995 -2.11213
H -1.35356 -1.59346 -3.12402
H -1.79009 -2.02052 -4.75667
H -2.99289 -1.51541 -3.49709
C 3.63088 -0.77828 -3.44991
N 4.32785 -0.98407 -2.16293
C 4.86736 -2.18881 -1.80242
C 5.36951 -2.30286 -0.37836
O 4.86874 -3.19266 -2.56145
H 4.18054 -1.32267 -4.20708
H 3.50673 0.29326 -3.58653
H 2.61417 -1.18320 -3.36821
H 3.99918 -0.39113 -1.41608
H 4.76296 -3.05353 0.13682
H 5.32927 -1.35009 0.14483
H 6.35338 -2.77280 -0.40257
C -0.89778 -0.52348 4.37331
N -0.99514 -0.26747 5.78496
C -2.08265 -0.64981 6.54585
C -1.93910 -0.40772 8.05853
O -3.14280 -1.03800 6.04600
H -1.66076 -1.27829 4.14334
H 0.07926 -0.80375 4.00752
H -1.33332 0.31112 3.80308
H -0.20517 0.10289 6.27168
H -2.22465 0.62608 8.24635
H -0.92432 -0.58929 8.41194
H -2.58917 -1.10579 8.57874
C 11.06704 1.01862 -3.24071
N 9.69477 0.82268 -2.90981
C 9.14295 1.05137 -1.70276
C 7.64472 0.89196 -1.64999
O 9.78714 1.33714 -0.74602
H 11.16213 1.72529 -4.07266
H 11.51163 0.08033 -3.56314
H 11.59527 1.48470 -2.41873
H 9.08259 0.45579 -3.61572
H 7.43896 -0.13964 -1.94974
H 7.12945 1.64345 -2.24873
H 7.25754 1.01741 -0.64289
C 5.39871 7.83216 -0.15293
N 4.50731 6.85475 0.40058
C 3.22773 6.66418 -0.00699
C 2.40724 5.66712 0.79849
O 2.72457 7.21595 -0.98612
H 6.24764 8.01929 0.49489
H 4.90651 8.78961 -0.33009
H 5.76619 7.48240 -1.11907
H 4.70126 6.47126 1.30981
H 2.47629 5.87710 1.87778
H 2.55672 4.62504 0.52602
H 1.34706 5.86883 0.65109
C -1.30516 4.92373 1.99362
N -2.68910 5.32990 1.90133
C -3.64763 5.20301 2.87965
C -5.04392 5.60935 2.47446
O -3.39564 4.74952 4.00302
H -1.09725 4.73072 3.05083
H -0.54218 5.64677 1.71718
H -1.17885 3.99431 1.43293
H -2.93103 5.87145 1.08777
H -5.16078 6.22501 1.58191
H -5.52526 6.19637 3.25660
H -5.57726 4.66294 2.35510